Record 1
Entry from the Open Molecules 2025 dataset: a molecular structure, C25H10Br4ClN5O5ReS (ωB97M-V with the def2-TZVPD basis set).

Last column: Mulliken charge in e.
Atoms and positions in Å:
H (0.14, 1.35, 2.20)  0.6642
H (0.08, 3.81, 1.81)  0.4652
O (0.88, -1.08, 2.33)  -0.5594
N (0.85, 4.31, -3.21)  -0.6517
N (0.92, -0.96, -1.65)  -0.2271
N (1.20, 2.59, -4.94)  -0.6443
C (-6.21, -1.01, 1.29)  0.4197
Br (4.42, -0.69, 6.11)  0.0154
C (2.50, -0.89, 4.08)  -0.5042
O (0.64, -4.17, 0.37)  -0.4595
O (-2.04, 0.10, -1.32)  -0.5951
H (1.12, -2.95, -2.19)  0.4335
H (-5.29, -2.17, 2.84)  0.4310
C (0.69, 1.35, -1.03)  0.4961
Br (1.17, -0.90, 5.38)  -0.0114
S (1.09, 4.19, -4.79)  0.2395
C (4.46, -0.85, 1.96)  -0.4046
H (-6.89, 0.18, -0.37)  0.4284
C (1.08, 0.68, -3.39)  0.0549
O (-1.32, -1.13, 0.38)  -0.5140
H (-4.60, 0.47, -1.29)  0.4522
C (3.09, -0.96, 1.68)  0.5387
C (0.91, 0.34, -2.05)  0.3363
N (0.51, 0.90, 0.23)  0.1323
Cl (-7.78, -1.21, 1.93)  -0.1598
H (1.41, -2.47, -4.59)  0.4639
H (1.40, -0.09, -5.37)  0.5997
Re (0.54, -1.25, 0.36)  0.9937
C (0.26, 3.14, 0.98)  -0.9610
C (1.27, -0.34, -4.32)  -0.4193
C (1.28, -1.66, -3.90)  -0.9281
Br (5.64, -0.83, 0.52)  -0.0095
C (3.86, -0.80, 4.35)  0.4655
C (-6.03, -0.26, 0.12)  -0.7560
C (4.84, -0.78, 3.28)  0.3293
H (0.41, 4.67, -0.52)  0.6021
C (-2.35, -0.48, -0.32)  0.9193
C (0.29, 1.77, 1.21)  -0.4138
C (0.44, 3.61, -0.30)  -0.5807
C (1.05, 2.09, -3.72)  0.7108
C (0.85, 3.07, -2.73)  0.8659
C (1.11, -1.93, -2.55)  -0.1120
C (-5.13, -1.59, 1.94)  -0.8091
C (0.66, 2.70, -1.34)  0.0036
C (-4.76, -0.11, -0.39)  -0.4344
H (-3.02, -1.89, 1.93)  0.4270
N (0.60, -3.03, 0.37)  0.5217
C (2.11, -0.99, 2.75)  0.6816
C (-3.67, -0.69, 0.26)  0.1105
O (2.57, -1.03, 0.50)  -0.3807
Br (6.64, -0.66, 3.70)  -0.0089
C (-3.86, -1.43, 1.43)  -0.2572

- E_LUMO (alpha / beta): -9.710 / -9.786 eV
- Spin multiplicity: 2
- Total charge: +2
- ⟨S²⟩: 0.8319
- Highest occupied orbital energy (alpha / beta): -13.36 / -13.37 eV
- Calculated total energy: -12840.882108 Ha


Record 2
Entry from the Open Molecules 2025 dataset: a molecular structure, C25H14CeCl3N5OS3 (ωB97M-V with the def2-TZVPD basis set).

Last column: Mulliken charge in e.
Atoms and positions in Å:
C (0.27, -2.81, -4.21)  -0.9353
C (0.87, -0.18, 3.49)  0.0909
C (1.49, -1.52, 6.88)  -0.5840
C (3.54, -4.05, -1.31)  -0.1792
C (-0.76, 2.63, -1.15)  -0.1767
C (2.77, -2.88, -1.32)  0.6119
N (-2.97, -0.44, -2.86)  -0.3964
Ce (0.48, -0.17, -0.18)  0.6514
H (-0.07, -3.85, -4.22)  0.2783
S (-2.40, -0.98, -0.34)  -0.4208
H (-3.14, 1.24, -5.23)  0.2621
N (0.93, -0.71, 10.22)  -0.5303
C (0.41, 0.76, 5.69)  -0.5145
S (1.16, -3.05, -0.65)  -0.5153
C (0.75, -0.13, 2.27)  -0.9697
C (-1.86, 3.40, -1.63)  0.6106
Cl (-1.71, 6.83, 0.37)  -0.2500
C (0.94, -0.26, 4.90)  0.7173
H (-4.58, 0.44, -4.63)  0.3560
C (-3.61, 0.27, -5.07)  -1.5246
H (-3.02, 5.20, -1.56)  0.4390
Cl (-2.91, 2.69, -2.80)  -0.1997
C (-2.15, 4.68, -1.19)  -0.8008
C (0.96, -0.49, 7.67)  0.5461
H (-0.01, 1.42, 7.68)  0.4277
C (0.09, 3.36, -0.28)  0.7267
S (2.50, -0.20, -2.08)  -0.3537
H (0.62, -2.54, -5.20)  0.3975
H (-0.02, 1.62, 5.21)  0.4653
H (0.51, 5.11, 0.87)  0.4457
H (1.09, -2.74, -3.49)  0.0000
H (-3.69, -0.24, -6.03)  0.4916
H (-1.51, -1.32, -5.74)  0.4202
C (1.48, -1.40, 5.51)  -0.5176
C (-2.74, -0.50, -4.15)  1.3282
C (4.67, -1.71, -2.19)  -0.2223
C (0.42, 0.65, 7.06)  -0.5863
H (1.87, -2.19, 4.89)  0.4744
N (4.10, -5.05, -1.33)  -0.5213
C (-1.67, -1.26, -4.67)  -1.1442
N (5.80, -1.65, -2.44)  -0.5301
N (-1.10, -1.80, -2.48)  0.2897
O (-0.54, 1.41, -1.46)  -0.5877
H (-0.49, -2.33, -1.80)  -0.2902
C (-2.15, -1.04, -2.00)  0.2057
C (-0.17, 4.63, 0.18)  -1.0340
C (3.32, -1.72, -1.83)  0.7272
H (1.89, -2.40, 7.37)  0.4277
C (0.95, -0.61, 9.07)  0.0795
C (-1.31, 5.28, -0.27)  0.5092
Cl (1.54, 2.55, 0.24)  -0.1544
C (-0.85, -1.93, -3.80)  0.9592

- E_LUMO (alpha / beta): 1.782 / 1.784 eV
- Spin multiplicity: 2
- Total charge: -1
- ⟨S²⟩: 0.7508
- Highest occupied orbital energy (alpha / beta): -5.31 / -5.32 eV
- Calculated total energy: -4360.521183 Ha


Record 3
Entry from the Open Molecules 2025 dataset: a molecular structure, C25H14Cl6N6O5Sn (ωB97M-V with the def2-TZVPD basis set).

Last column: Mulliken charge in e.
Atoms and positions in Å:
H (-0.04, 2.44, 5.16)  0.4055
N (-0.02, 4.30, 0.54)  -0.5787
C (-1.97, -0.36, -2.52)  -0.4588
H (0.89, 3.35, -1.60)  0.1934
C (-1.58, -0.57, 5.42)  -0.6701
N (1.59, -0.41, -0.43)  0.3486
Cl (-4.93, -2.88, -1.51)  -0.2526
N (1.37, 1.02, 1.78)  -0.2179
C (-3.31, -0.76, -4.52)  0.3801
C (-2.23, -0.16, -3.87)  0.0623
C (-0.47, -4.84, -0.89)  -0.9168
H (-0.37, 2.23, -1.90)  0.2700
N (0.00, -2.55, -0.46)  0.2571
C (1.71, -3.95, -1.32)  -0.6386
C (-1.21, 0.72, 5.78)  -0.2925
Cl (-3.59, -0.47, -6.22)  -0.2555
Cl (4.67, 4.65, 0.06)  -0.2659
C (-0.37, 1.43, 4.95)  -0.6790
C (-2.84, -1.22, -1.77)  0.3728
H (-1.87, -3.35, -0.17)  0.5984
C (0.84, -5.02, -1.33)  -0.1734
Cl (-1.15, 0.90, -4.73)  -0.2382
Cl (4.91, 2.86, -2.61)  -0.2766
H (-2.24, -1.17, 6.03)  0.3466
C (3.78, 3.15, -0.13)  0.3479
Cl (-5.50, -2.37, -4.59)  -0.2543
O (3.35, -1.71, -1.21)  -0.8105
H (1.17, -5.99, -1.67)  0.3830
H (2.74, -4.01, -1.66)  0.4841
C (1.25, -2.72, -0.88)  0.2666
H (3.28, 0.58, -2.25)  0.5117
C (3.18, 1.20, -1.37)  -0.4091
C (2.18, -1.52, -0.86)  -0.2874
C (1.02, 1.65, 2.87)  0.1983
C (2.96, 2.74, 0.91)  -0.9588
H (-0.04, 4.13, 1.54)  0.2711
C (-4.15, -1.60, -3.81)  0.1499
O (-2.57, -1.39, -0.52)  -0.6897
O (1.26, 2.82, 3.28)  -0.8741
N (-0.27, -0.40, 3.41)  -0.1280
C (2.35, 0.78, -0.34)  -0.1924
C (-0.85, -3.58, -0.47)  -0.2372
H (-1.18, -5.65, -0.90)  0.3961
C (-3.90, -1.82, -2.44)  0.1606
H (0.90, 4.58, 0.24)  0.3043
C (-1.09, -1.07, 4.22)  -0.0980
C (2.21, 1.55, 0.83)  0.5186
O (-0.96, 0.19, -1.89)  -0.1796
H (-1.37, -2.07, 3.89)  0.3751
H (2.88, 3.34, 1.81)  0.5593
O (-1.49, 2.59, 0.29)  -0.5784
H (-1.57, 1.15, 6.71)  0.3809
N (-0.07, 3.07, -1.43)  -0.3220
Sn (-0.70, -0.26, 0.19)  0.6202
C (-0.58, 3.26, -0.17)  0.4366
C (3.89, 2.39, -1.28)  -0.0387
C (0.09, 0.83, 3.77)  0.3736

- E_LUMO: 4.198 eV
- Total charge: -2
- Highest occupied orbital energy: -1.98 eV
- Calculated total energy: -4641.557324 Ha


Number 1: largest force on an atom 2.820 eV Å⁻¹. Number 2: largest force on an atom 1.684 eV Å⁻¹. Number 3: largest force on an atom 0.722 eV Å⁻¹.